No. 1
{
  "formula": "C10H17N4O",
  "method": "ωB97M-V/def2-TZVPD",
  "symbols": ["C", "C", "C", "C", "C", "C", "C", "C", "C", "C", "N", "N", "N", "N", "O", "H", "H", "H", "H", "H", "H", "H", "H", "H", "H", "H", "H", "H", "H", "H", "H", "H"],
  "positions_angstrom": [[-0.13448, -0.16114, -1.68891], [0.01471, 1.75775, -0.18877], [0.97052, 0.27708, -2.36974], [0.99628, 2.23374, -0.99500], [-0.51906, 0.45396, -0.43826], [1.57533, 1.49979, -1.98552], [-1.45250, -0.16740, 2.41585], [-2.21571, 0.53449, 1.21928], [-1.42013, -1.60648, 2.00155], [-1.61389, -1.85475, 0.56057], [-1.78483, -0.04028, -0.01450], [2.63165, 1.91535, -2.69441], [-0.29601, -2.04032, 1.08556], [2.01624, -0.53820, 0.77966], [-2.15427, -2.73526, -0.28986], [-0.72755, -0.95632, -2.01880], [-0.51153, 2.50657, 0.53630], [1.22670, -0.09806, -3.41647], [1.40031, 3.22226, -0.67244], [-0.41665, 0.20047, 2.34470], [-1.93844, 0.10759, 3.33807], [-3.31662, 0.38006, 1.27464], [-1.99591, 1.56694, 1.10666], [-1.81497, -2.48264, 2.63528], [2.81669, 1.30353, -3.44725], [3.41981, 2.41387, -2.31554], [0.02925, -3.00336, 1.07945], [1.29846, -1.20145, 1.13417], [2.18523, -0.98715, -0.11023], [2.90344, -0.54419, 1.29576], [1.54065, 0.42708, 0.73010], [-2.71271, -2.38350, -0.89190]],
  "forces_ev_per_angstrom": [[1.4, 1.3, 2.1], [-3.1, -0.9, 1.9], [-0.3, 0.3, -1.7], [1.7, 2.2, 1.4], [-1.1, 0.7, -2.6], [-0.5, -1.2, 0.0], [0.0, 1.0, -1.8], [-0.8, -1.2, 0.4], [-1.7, -3.5, 1.0], [1.1, 4.3, -1.5], [1.1, -3.3, 0.9], [1.2, 0.8, -0.8], [-0.1, 0.6, -0.4], [0.3, 0.6, 0.5], [3.1, -2.3, 3.7], [-0.7, -1.1, -0.5], [1.3, -1.7, -1.2], [-0.3, 0.1, 1.7], [-0.2, -0.7, -0.8], [-0.3, 0.1, 0.6], [0.2, -0.4, 0.5], [0.7, 0.2, 0.4], [-0.2, 1.0, 0.7], [0.7, 1.7, -0.5], [0.8, -0.2, -0.8], [-0.3, 0.1, 0.1], [-0.6, -0.3, 0.4], [-0.6, 0.1, 0.6], [0.1, 0.7, -0.9], [-0.5, 0.2, 0.1], [0.8, -1.4, -0.5], [-3.0, 2.2, -2.8]],
  "nbo_charge": [-0.192, -0.297, -0.267, -0.277, 0.050, 0.145, -0.440, -0.223, -0.113, 0.589, -0.447, -0.780, -0.715, -0.926, -0.666, 0.223, 0.243, 0.226, 0.231, 0.197, 0.253, 0.211, 0.209, 0.243, 0.382, 0.402, 0.401, 0.466, 0.446, 0.433, 0.482, 0.511],
  "e_homo_ev": -10.5,
  "relative_energy_ev": 2.258,
  "orbital_gap_ev": 7.51,
  "charge": 1,
  "spin_multiplicity": 1
}

***

No. 2
{
  "formula": "C10H17NO7P",
  "method": "ωB97M-V/def2-TZVPD",
  "symbols": ["C", "O", "C", "O", "C", "C", "C", "P", "O", "O", "C", "N", "C", "C", "O", "C", "O", "O", "C", "H", "H", "H", "H", "H", "H", "H", "H", "H", "H", "H", "H", "H", "H", "H", "H", "H"],
  "positions_angstrom": [[3.85296, 2.51628, 1.31065], [2.56076, 2.09947, 1.71678], [2.43492, 0.82398, 2.09249], [3.37110, 0.07443, 2.22330], [0.98717, 0.45733, 2.29901], [0.27010, 0.46360, 0.92939], [-1.13921, -0.09690, 1.02911], [-2.34969, 0.88667, -0.00972], [-2.04053, 2.33419, 0.12790], [-3.72972, 0.40029, 0.27101], [-1.82956, 0.39133, -1.76160], [-1.74314, -1.01407, -2.02965], [-2.92827, -1.79732, -1.76717], [-0.63408, -1.59904, -2.46554], [-0.48042, -2.79712, -2.65765], [1.15388, -0.31657, -0.02370], [1.85462, 0.18205, -0.87129], [1.12410, -1.62193, 0.24144], [1.96146, -2.47960, -0.52220], [4.09337, 2.07323, 0.34181], [3.81500, 3.60006, 1.23199], [4.60238, 2.20482, 2.04258], [0.93466, -0.53751, 2.74364], [0.50546, 1.18933, 2.94720], [0.20921, 1.49672, 0.57056], [-1.53153, 0.03929, 2.04093], [-1.17588, -1.16075, 0.79951], [-0.87245, 0.86915, -1.97468], [-2.59269, 0.85525, -2.40252], [-3.39483, -1.43681, -0.85264], [-3.63910, -1.69056, -2.59249], [-2.63836, -2.84319, -1.67498], [0.18441, -0.87780, -2.64699], [1.36778, -2.96268, -1.30133], [2.36395, -3.22316, 0.16428], [2.76861, -1.90138, -0.97579]],
  "forces_ev_per_angstrom": [[0.4, -0.1, 0.0], [-0.3, 0.3, 0.0], [0.0, -0.2, 0.5], [0.1, 0.0, -0.1], [0.1, 0.0, -0.2], [0.1, 0.0, 0.0], [-0.7, 0.5, -0.2], [0.3, -0.4, -0.1], [0.5, 0.4, -0.1], [-0.2, -0.5, 0.0], [-0.3, 1.0, 0.5], [-0.4, -0.3, 0.2], [-0.1, -0.4, 0.0], [0.6, 0.2, -0.2], [0.0, -0.4, -0.1], [-0.1, 0.4, 0.0], [0.1, 0.0, -0.1], [-0.3, -0.2, 0.2], [0.4, -0.2, -0.3], [0.0, 0.0, 0.1], [0.0, 0.0, 0.0], [0.0, 0.1, -0.1], [0.1, 0.1, 0.0], [0.0, 0.0, 0.0], [0.2, -0.2, 0.0], [0.0, 0.0, 0.0], [-0.1, 0.0, 0.0], [0.0, 0.0, 0.0], [0.1, 0.0, 0.0], [-0.1, 0.0, 0.0], [0.0, 0.0, 0.0], [-0.1, 0.0, -0.1], [-0.1, 0.0, 0.1], [0.1, 0.1, 0.1], [0.0, 0.0, 0.0], [0.0, -0.1, 0.1]],
  "nbo_charge": [-0.261, -0.506, 0.801, -0.614, -0.484, -0.333, -0.800, 2.183, -1.174, -1.174, -0.601, -0.419, -0.446, 0.520, -0.684, 0.819, -0.626, -0.519, -0.282, 0.198, 0.189, 0.189, 0.229, 0.238, 0.272, 0.231, 0.235, 0.224, 0.207, 0.259, 0.183, 0.220, 0.120, 0.223, 0.182, 0.202],
  "e_homo_ev": -5.2,
  "relative_energy_ev": 0.000,
  "orbital_gap_ev": 8.15,
  "charge": -1,
  "spin_multiplicity": 1,
  "smiles": "COC(=O)C[C@H](C[P@](=O)([O-])CN(C)C=O)C(=O)OC"
}

***

No. 3
{
  "formula": "C10H18Br8Cl6",
  "method": "ωB97M-V/def2-TZVPD",
  "symbols": ["Cl", "C", "Cl", "Cl", "H", "Cl", "C", "Cl", "Cl", "H", "Br", "C", "C", "Br", "H", "H", "H", "H", "Br", "C", "C", "Br", "H", "H", "H", "H", "Br", "C", "C", "Br", "H", "H", "H", "H", "Br", "C", "C", "Br", "H", "H", "H", "H"],
  "positions_angstrom": [[-6.22159, -1.50057, 0.18863], [-4.62834, -1.12641, -0.43420], [-4.72604, -0.00468, -1.79858], [-3.75591, -2.59884, -0.88609], [-4.05083, -0.63457, 0.33855], [6.43359, -0.64789, 0.42874], [5.96588, 0.98271, -0.07165], [6.94917, 1.54507, -1.42201], [6.06472, 2.10509, 1.27352], [4.93768, 0.92319, -0.40209], [-0.88474, 0.00643, 4.35468], [0.24945, -1.52041, 3.88316], [0.52072, -2.31329, 5.12161], [1.76837, -3.74090, 4.70249], [1.14647, -1.08230, 3.45816], [-0.29794, -2.06728, 3.12257], [-0.37670, -2.77555, 5.51755], [0.99253, -1.70349, 5.88448], [4.46004, 0.23410, -5.19428], [2.54738, -0.21034, -5.28282], [2.28690, -1.38076, -4.39684], [0.35532, -1.60548, -4.20311], [2.31924, -0.42254, -6.32108], [2.07074, 0.70671, -4.95863], [2.69313, -1.27800, -3.39605], [2.64763, -2.30556, -4.83586], [-1.39158, 0.37911, -0.02301], [0.51607, 0.15011, 0.29860], [1.09751, -0.58427, -0.88067], [2.91126, -1.13511, -0.43892], [0.56442, -0.46504, 1.19079], [0.93333, 1.13585, 0.45884], [1.16467, 0.06442, -1.74889], [0.53727, -1.47458, -1.13878], [-4.63310, 1.34701, 2.51100], [-5.10566, 2.68636, 1.16315], [-3.85686, 3.40316, 0.73324], [-4.32508, 4.73530, -0.61012], [-5.81792, 3.35028, 1.63832], [-5.55672, 2.14608, 0.33715], [-3.12315, 2.73865, 0.28868], [-3.38134, 3.93820, 1.54977]],
  "forces_ev_per_angstrom": [[-0.1, 0.0, 0.1], [0.3, -0.1, -0.1], [0.0, 0.0, 0.0], [-0.1, 0.1, 0.0], [-0.1, 0.0, 0.1], [0.0, 0.0, 0.0], [0.0, -0.1, -0.1], [0.0, -0.1, 0.0], [0.0, 0.1, 0.2], [0.0, 0.1, 0.0], [0.0, -0.1, -0.1], [-0.2, 0.5, -0.2], [0.1, -0.1, 0.2], [0.0, -0.1, 0.0], [0.1, -0.1, 0.0], [0.0, -0.1, 0.0], [0.0, 0.0, 0.0], [0.0, 0.0, 0.0], [-0.1, -0.2, -0.1], [0.6, 0.5, -0.1], [-0.2, -0.4, 0.2], [0.0, 0.0, -0.1], [0.0, 0.1, 0.0], [-0.3, -0.1, 0.0], [0.0, 0.1, 0.0], [0.1, 0.0, 0.0], [-0.1, 0.2, -0.1], [-0.4, -0.5, 0.1], [0.1, 0.4, 0.0], [0.1, 0.0, 0.0], [0.1, 0.2, 0.1], [0.1, 0.0, 0.0], [0.0, -0.1, 0.0], [0.0, -0.1, 0.1], [0.0, 0.0, -0.1], [0.1, -0.2, 0.1], [0.2, 0.1, 0.1], [0.0, -0.1, 0.0], [-0.1, 0.0, -0.1], [-0.1, 0.0, 0.0], [-0.1, 0.0, -0.1], [-0.1, 0.0, 0.0]],
  "nbo_charge": [0.034, -0.296, 0.008, 0.014, 0.236, 0.013, -0.291, 0.021, 0.023, 0.232, -0.019, -0.439, -0.449, -0.005, 0.225, 0.227, 0.231, 0.231, -0.022, -0.433, -0.446, -0.021, 0.230, 0.228, 0.232, 0.232, -0.023, -0.432, -0.450, -0.016, 0.221, 0.233, 0.226, 0.241, -0.023, -0.437, -0.446, -0.013, 0.230, 0.231, 0.233, 0.227],
  "e_homo_ev": -10.4,
  "relative_energy_ev": 0.000,
  "orbital_gap_ev": 10.59,
  "spin_multiplicity": 1,
  "smiles": "ClC(Cl)Cl.ClC(Cl)Cl.BrCCBr.BrCCBr.BrCCBr.BrCCBr"
}